A structure of composition C33H54BBr42INO2P, computed with ωB97M-V/def2-TZVPD.

Positions of all 135 atoms, in Å:
C (6.875, 3.601, 1.980)
C (5.922, 2.470, 1.681)
C (6.658, 1.250, 1.173)
C (5.698, 0.124, 0.824)
C (4.682, 0.432, -0.305)
C (4.606, -0.713, -1.352)
C (3.287, -1.546, -1.298)
C (2.307, -1.181, -2.428)
C (1.098, -0.391, -1.968)
C (0.474, 0.306, -3.173)
C (-0.328, 1.490, -2.701)
C (-1.691, 1.122, -2.029)
C (-1.679, 1.294, -0.523)
B (-2.952, 0.573, 0.120)
C (-4.378, 0.845, -0.460)
C (-5.480, 1.166, 0.567)
C (-6.097, -0.024, 1.327)
C (-6.150, -1.359, 0.611)
N (-6.546, -2.398, 1.602)
C (-5.508, -3.240, 2.030)
C (-5.202, -4.515, 1.297)
O (-4.888, -2.979, 2.991)
P (-2.843, -0.662, 1.628)
O (-1.740, 0.006, 2.665)
I (-1.902, -2.682, 0.592)
H (7.676, 3.284, 2.634)
H (7.331, 3.942, 1.057)
H (6.379, 4.411, 2.479)
H (5.145, 2.797, 1.015)
H (5.426, 2.171, 2.588)
H (7.327, 1.460, 0.356)
H (7.260, 0.893, 1.992)
H (6.252, -0.761, 0.590)
H (5.135, -0.081, 1.715)
H (3.711, 0.675, 0.084)
H (5.039, 1.321, -0.794)
H (4.726, -0.263, -2.320)
H (5.441, -1.376, -1.246)
H (3.565, -2.577, -1.408)
H (2.824, -1.472, -0.331)
H (1.977, -2.087, -2.896)
H (2.832, -0.591, -3.152)
H (0.394, -1.096, -1.561)
H (1.379, 0.336, -1.229)
H (-0.113, -0.360, -3.777)
H (1.304, 0.634, -3.780)
H (0.320, 1.992, -2.001)
H (-0.521, 2.134, -3.540)
H (-1.904, 0.103, -2.303)
H (-2.384, 1.781, -2.521)
H (-0.775, 0.828, -0.167)
H (-1.614, 2.332, -0.237)
H (-4.269, 1.727, -1.072)
H (-4.648, 0.058, -1.149)
H (-6.246, 1.725, 0.063)
H (-5.013, 1.791, 1.323)
H (-5.676, -0.160, 2.300)
H (-7.123, 0.250, 1.499)
H (-5.216, -1.651, 0.157)
H (-6.948, -1.322, -0.108)
H (-7.338, -2.925, 1.273)
H (-5.897, -5.249, 1.665)
H (-4.230, -4.824, 1.611)
H (-5.265, -4.419, 0.229)
H (-1.495, 0.886, 2.368)
C (2.115, 1.029, -7.133)
Br (1.441, 2.697, -6.438)
Br (3.420, 0.254, -5.958)
Br (0.691, -0.202, -7.528)
H (2.613, 1.249, -8.063)
C (1.289, -5.002, 2.682)
Br (1.524, -3.100, 2.621)
Br (2.774, -5.938, 1.892)
Br (0.932, -5.600, 4.473)
H (0.417, -5.237, 2.090)
C (4.688, 4.242, -4.263)
Br (3.624, 3.167, -3.068)
Br (5.867, 5.419, -3.307)
Br (5.640, 3.177, -5.533)
H (3.998, 4.854, -4.844)
C (-7.746, 1.745, 4.124)
Br (-8.436, 1.955, 5.906)
Br (-9.081, 2.128, 2.790)
Br (-6.152, 2.787, 3.851)
H (-7.470, 0.707, 4.009)
C (-3.910, -5.662, -3.436)
Br (-4.776, -7.219, -2.720)
Br (-4.969, -4.076, -3.167)
Br (-2.125, -5.450, -2.749)
H (-3.824, -5.808, -4.502)
C (-2.424, -6.622, 6.063)
Br (-3.717, -8.027, 6.309)
Br (-3.188, -5.102, 5.165)
Br (-1.584, -6.127, 7.727)
H (-1.649, -7.013, 5.422)
C (9.821, 3.171, 5.426)
Br (9.023, 4.710, 4.593)
Br (9.946, 3.377, 7.334)
Br (8.907, 1.547, 4.941)
H (10.828, 3.093, 5.049)
C (-6.355, -8.446, -6.643)
Br (-7.465, -8.409, -5.076)
Br (-5.725, -6.683, -7.099)
Br (-4.902, -9.691, -6.452)
H (-6.965, -8.789, -7.462)
C (-2.956, -9.080, 0.637)
Br (-4.648, -9.835, 0.124)
Br (-3.185, -7.589, 1.828)
Br (-1.776, -10.411, 1.370)
H (-2.490, -8.700, -0.259)
C (5.298, -7.729, 4.761)
Br (4.209, -7.645, 6.344)
Br (5.946, -5.992, 4.252)
Br (6.734, -8.997, 4.949)
H (4.667, -8.079, 3.960)
C (6.578, 7.410, 1.162)
Br (5.960, 7.453, 2.984)
Br (6.556, 9.152, 0.360)
Br (8.310, 6.589, 1.023)
H (5.888, 6.794, 0.607)
C (-6.681, 6.446, 1.105)
Br (-5.561, 7.497, 2.266)
Br (-5.770, 4.868, 0.486)
Br (-8.363, 6.021, 1.930)
H (-6.895, 7.050, 0.238)
C (3.144, 8.039, -6.079)
Br (5.027, 8.352, -6.288)
Br (2.720, 6.173, -6.283)
Br (2.468, 8.739, -4.420)
H (2.644, 8.564, -6.876)
C (-2.800, 10.383, 1.266)
Br (-1.022, 10.902, 0.748)
Br (-3.005, 10.362, 3.179)
Br (-4.138, 11.477, 0.422)
H (-2.951, 9.373, 0.920)

## Properties
Total charge: 0
Total energy, hartree: -110267.36320
Largest force on an atom, eV Å⁻¹: 3.323
HOMO level, hartree: -0.2953
LUMO level, eV: -0.6